Entry a
27
Properties=species:S:1:pos:R:3 method="wB97M-V/def2-TZVPD" total_charge=+1 gap_ev=9.731 e_lumo_ev=-3.58 e_homo_ev=-13.3 smiles=CC(C)[C@@H]1[NH2+]CCn2ncnc21
C 1.818 -2.670 -2.096
C 0.959 -1.374 -0.705
C 2.864 0.274 -0.489
C 2.118 0.799 0.778
C 0.009 -0.453 0.336
C -2.373 -1.192 0.222
C -1.726 1.245 -0.309
C -1.326 -0.206 -0.386
N 0.677 -2.457 -1.364
N 2.726 -1.727 -1.906
N 2.190 -0.891 -1.055
N 0.723 0.881 0.533
H 2.010 -3.286 -2.955
H 2.874 1.113 -1.251
H 3.818 -0.039 -0.195
H 2.537 0.191 1.585
H 2.522 1.708 0.904
H 0.032 -0.922 1.276
H -3.443 -0.892 -0.025
H -2.281 -1.053 1.271
H -2.288 -2.193 -0.060
H -2.051 1.627 0.644
H -2.619 1.129 -0.964
H -1.012 1.892 -0.794
H -1.308 -0.533 -1.399
H 0.363 1.420 1.387
H 0.502 1.443 -0.249

---

Entry b
27
Properties=species:S:1:pos:R:3 method="wB97M-V/def2-TZVPD" total_charge=+1 gap_ev=6.848 e_lumo_ev=-3.68 e_homo_ev=-10.5
C -1.407 -0.256 1.902
C -1.672 -0.763 -0.538
C -2.362 -0.496 0.789
C 2.270 -0.694 -0.976
C 2.946 -0.811 0.341
C -1.178 0.299 -1.307
C 1.425 -0.831 0.270
C 0.668 0.291 0.808
N -0.203 0.093 1.787
N -1.532 -2.014 -0.791
N -1.353 1.726 -0.991
N 0.998 1.601 0.538
H -1.771 -0.395 2.915
H -2.913 -1.407 1.044
H -3.096 0.314 0.751
H 2.286 0.252 -1.496
H 2.282 -1.546 -1.636
H 3.430 -1.737 0.604
H 3.420 0.060 0.770
H -0.678 0.110 -2.238
H 0.932 -1.782 0.431
H -1.053 -2.220 -1.661
H -1.498 2.269 -1.850
H -2.167 1.854 -0.379
H 0.812 2.248 1.296
H -0.490 2.085 -0.496
H 1.907 1.749 0.114

---

Tell me which of them is the most stable. Sure, it is entry a.

---

Entry a
21
Properties=species:S:1:pos:R:3 method="wB97M-V/def2-TZVPD" gap_ev=7.992 e_lumo_ev=0.75 e_homo_ev=-7.2
C 1.407 0.983 -1.267
C 0.537 1.490 0.969
N 0.398 0.645 -0.246
H -0.671 0.647 -0.561
H 2.404 0.734 -0.899
H 1.503 1.306 1.435
H 1.212 0.435 -2.185
H 1.356 2.051 -1.475
H -0.266 1.231 1.650
H 0.448 2.532 0.662
N -1.777 -0.366 -0.176
C 0.292 -0.867 0.079
N -2.195 -0.130 1.179
N 0.318 -1.723 -1.045
N 0.707 -1.195 1.244
H -2.273 -1.172 -0.565
H -1.877 -0.893 1.782
H -3.207 -0.080 1.242
H -0.267 -1.440 -1.817
H 1.253 -1.979 -1.339
H 0.696 -2.207 1.333

---

Entry b
21
Properties=species:S:1:pos:R:3 method="wB97M-V/def2-TZVPD" gap_ev="7.059 / 7.859" e_lumo_ev="-0.44 / -0.11" e_homo_ev="-7.5 / -8.0"
C 1.170 1.015 -1.992
N 0.765 0.240 0.337
C 0.579 -0.069 -1.080
N 1.508 -0.623 1.141
N 0.620 1.555 0.765
N 0.875 -1.334 -1.485
H 2.126 -1.150 0.515
H 0.872 -1.304 1.550
H 1.477 2.076 0.575
H 0.476 1.549 1.770
H 0.564 -1.979 -0.756
H 1.038 0.701 -3.026
H 2.242 1.118 -1.810
H 0.688 1.978 -1.827
C -2.559 -0.915 1.199
N -1.743 -0.239 0.223
H -1.572 0.715 0.548
H -0.728 -0.036 -1.068
H -2.389 -1.993 1.169
H -3.631 -0.736 1.021
H -2.377 -0.568 2.229

---

Tell me which of them is the most stable. Sure, it is entry a.

---

Entry a
24
Properties=species:S:1:pos:R:3 method="wB97M-V/def2-TZVPD" total_charge=+1 gap_ev="8.330 / 8.331" e_lumo_ev="-4.85 / -4.85" e_homo_ev="-13.2 / -13.2" smiles="C=[NH+]NNCNC(=O)/C=C/C"
C -0.330 1.964 -0.074
C 0.364 -0.768 -1.636
C 2.076 1.395 0.702
C -0.930 0.685 0.540
C -1.908 0.052 -0.128
C -2.748 -1.146 0.294
N 1.094 2.149 0.052
N 0.833 -1.253 -0.466
N 2.587 0.268 -0.067
N 1.994 -0.957 0.117
O -0.892 2.758 -0.797
H -0.458 -1.340 -2.100
H 0.850 0.181 -2.101
H 2.915 2.144 0.865
H 1.916 1.059 1.802
H -0.510 0.266 1.512
H -2.073 0.485 -1.094
H -2.374 -1.529 1.290
H -2.868 -1.965 -0.337
H -3.823 -0.831 0.316
H 1.385 2.918 -0.524
H 0.433 -2.103 -0.065
H 3.437 0.403 -0.614
H 2.396 -1.495 0.890

---

Entry b
24
Properties=species:S:1:pos:R:3 method="wB97M-V/def2-TZVPD" total_charge=+1 gap_ev="7.633 / 7.636" e_lumo_ev="-3.92 / -3.91" e_homo_ev="-11.5 / -11.5"
C 1.536 -0.779 1.001
C 2.465 -1.598 0.332
C 1.539 0.348 0.204
C -1.005 -2.195 -0.755
C -1.500 0.237 -0.735
C 0.508 1.371 0.163
N 2.976 -1.089 -0.755
N 2.420 0.184 -0.855
N 0.798 2.689 -0.404
N -0.137 1.661 1.479
O -1.393 -0.944 -0.118
H 1.001 -0.998 1.792
H 2.695 -2.571 0.652
H 0.106 -2.285 -0.681
H -1.351 -2.404 -1.803
H -1.473 -2.923 -0.062
H -2.308 0.833 -0.361
H -1.163 0.309 -1.752
H 2.427 0.733 -1.752
H 1.628 2.426 -1.041
H 0.028 3.086 -0.816
H -0.825 2.356 1.295
H 0.467 2.144 2.117
H -0.559 0.775 1.659

---

Tell me which of them is the most stable. Sure, it is entry a.

---

Entry a
28
Properties=species:S:1:pos:R:3 method="wB97M-V/def2-TZVPD" total_charge=-1 gap_ev=9.130 e_lumo_ev=3.00 e_homo_ev=-6.1
Br -0.074 4.390 -0.858
O 1.658 7.558 -0.435
H 1.713 8.065 -1.326
H 1.322 6.752 -0.778
O -3.053 3.837 0.416
H -2.822 4.173 -0.446
H -2.133 3.456 0.628
O 1.534 5.781 1.623
H 1.971 4.998 2.043
H 1.039 5.613 0.793
O -1.542 2.638 -3.551
H -1.130 2.726 -4.359
H -0.954 3.077 -2.951
O 0.985 1.358 -2.092
H 0.857 0.768 -2.855
H 0.928 2.240 -2.500
O 3.250 4.564 -1.215
H 3.875 4.748 -0.518
H 2.435 4.807 -0.810
O -1.034 3.618 2.091
H -0.455 4.010 1.498
H -1.235 4.109 2.882
O 1.742 1.493 0.816
H 1.102 0.934 1.250
H 1.242 2.028 0.190
O -1.961 1.118 -0.536
H -1.319 1.698 -0.883
H -1.535 0.573 0.177

---

Entry b
28
Properties=species:S:1:pos:R:3 method="wB97M-V/def2-TZVPD" total_charge=-1 gap_ev=9.144 e_lumo_ev=2.91 e_homo_ev=-6.2
Br 3.149 11.104 17.193
O 2.529 9.511 14.046
H 3.206 9.651 14.709
H 2.719 9.602 13.213
O 5.349 8.540 16.501
H 4.902 9.377 16.695
H 6.219 8.854 16.309
O 5.340 11.868 19.456
H 4.673 11.639 18.813
H 4.936 11.944 20.391
O 4.136 8.634 19.333
H 4.947 8.282 19.087
H 3.864 9.016 18.532
O 0.168 11.552 19.101
H 0.965 12.048 18.762
H -0.373 12.097 19.446
O 6.317 11.377 15.722
H 5.374 11.653 15.845
H 6.819 11.622 16.556
O 3.758 14.460 15.768
H 3.179 15.170 16.164
H 3.932 13.820 16.377
O 2.075 10.515 20.495
H 2.606 10.004 19.877
H 1.288 10.804 19.977
O 1.142 8.538 16.712
H 1.385 8.915 15.830
H 1.524 9.186 17.309

---

Tell me which of them is the most stable. Sure, it is entry a.